Entry 1:
Entry from the OMol25 dataset: a cluster of 3 separate species, C4H10N2O in total (ωB97M-V/def2-TZVPD).

Properties
**E**: -9327.018 eV
**HOMO-LUMO gap**: 7.069 eV
**HOMO energy**: -8.59 eV
**Energy relative to the best compared isomer or geometry (same formula, charge and spin)**: 276.03 kcal/mol
**Total charge**: 0

Last column: natural (NBO) charge in e.
Element x y z (Å)
C1 0.9861 -0.4571 1.2240  -0.73
C2 0.3890 -0.9174 -0.1279  0.00
C3 -0.6368 0.2337 -0.3075  0.17
C4 -2.0090 -0.1047 -0.1388  -0.66
H1 1.5013 -1.4423 1.7418  0.22
H2 1.3653 0.7019 1.1635  0.34
H3 0.1588 -0.2662 2.1274  0.21
H4 -0.0429 -1.9447 -0.4043  0.21
H5 1.4231 -1.8556 -1.9864  0.41
H6 -2.8654 0.7388 0.2014  0.26
H7 -2.4344 -0.6114 -1.1548  0.22
H8 -2.2844 -1.1426 0.5274  0.23
H9 1.1396 2.8672 -0.2022  0.36
H10 1.2669 1.3024 -1.3677  0.40
N1 -0.4096 1.5498 -0.2585  -0.30
N2 1.0098 1.8641 0.0208  -0.68
O1 1.4425 -0.5159 -1.0580  -0.67

Entry 2:
Entry from the OMol25 dataset: a structure of composition C5H11ClFeNSSn (ωB97M-V/def2-TZVPD).

Properties
**E**: -70422.316 eV
**⟨S²⟩**: 8.7797
**HOMO-LUMO gap (alpha / beta)**: 2.083 / 6.056 eV
**Multiplicity**: 6
**HOMO energy (alpha / beta)**: 2.71 / -1.28 eV
**Energy relative to the best compared isomer or geometry (same formula, charge and spin)**: 125.68 kcal/mol
**Total charge**: -2

Last column: natural (NBO) charge in e.
Element x y z (Å)
Fe1 0.0000 0.0000 1.2510  0.99
Cl1 -0.2302 1.5891 0.0666  -0.39
C1 -1.8393 -0.2019 1.9477  -1.15
H1 -1.8404 -0.6839 2.9496  0.19
H2 -2.4705 -0.8305 1.2850  0.15
H3 -2.3503 0.7774 2.0595  0.17
Sn1 0.4576 0.3217 -1.4355  1.24
C2 2.3950 0.8042 -1.9947  -1.25
C3 -0.7394 0.1064 -3.1143  -1.33
C4 0.3274 -1.1609 -0.1314  -1.44
H4 -1.1327 -0.9335 -3.1433  0.22
H5 -1.5915 0.8183 -3.0848  0.22
H6 -0.1332 0.2940 -4.0275  0.21
H7 3.0765 -0.0017 -1.6436  0.22
H8 2.4557 0.8768 -3.1026  0.22
H9 2.7095 1.7692 -1.5435  0.22
H10 -0.4436 -1.9494 -0.2767  0.23
H11 1.3494 -1.5951 -0.0664  0.22
S1 0.0000 0.0000 6.1866  -0.34
C5 0.0000 0.0000 4.5666  0.11
N1 0.0000 0.0000 3.2510  -0.71

Entry 3:
Entry from the OMol25 dataset: a structure of composition C27H46BrNOP2STi (ωB97M-V/def2-TZVPD).

Properties
**E**: -154837.585 eV
**⟨S²⟩**: 2.0087
**HOMO-LUMO gap (alpha / beta)**: 6.315 / 2.705 eV
**Multiplicity**: 3
**HOMO energy (alpha / beta)**: -11.76 / -11.87 eV
**Energy relative to the best compared isomer or geometry (same formula, charge and spin)**: 0.00 kcal/mol
**Total charge**: +2

Last column: Löwdin spin population.
Element x y z (Å)
N1 -6.8744 5.6893 -5.3208  0.00
C1 -6.5384 6.2975 -4.1845  0.00
C2 -5.8085 5.6424 -3.1872  0.00
C3 -5.3707 4.3238 -3.4079  0.00
C4 -5.7230 3.7117 -4.6304  0.00
C5 -6.5014 4.4319 -5.5457  0.00
C6 -4.5552 3.6276 -2.4070  0.01
Ti1 0.3018 -0.0184 1.6209  0.92
P1 6.4658 -0.9078 0.4742  0.61
C7 -3.4069 2.9671 -2.7049  0.00
C8 -2.5554 2.3308 -1.7159  0.01
C9 -1.4170 1.6131 -2.1353  -0.01
C10 -0.5607 1.0132 -1.2097  0.01
C11 -0.8398 1.1125 0.1672  -0.02
C12 -1.9680 1.8251 0.6102  0.01
C13 -2.8188 2.4188 -0.3266  -0.01
Br1 2.3261 -0.7408 2.7092  0.06
H1 -4.9005 3.7198 -1.3667  0.00
H2 -3.0673 2.9399 -3.7534  0.00
H3 -5.5363 6.1694 -2.2775  0.00
H4 -5.3957 2.7018 -4.8640  0.00
H5 -6.8612 7.3319 -4.0423  0.00
H6 -6.8110 3.9613 -6.4890  0.00
H7 -1.2245 1.5405 -3.2094  0.00
H8 -3.6986 2.9689 0.0040  0.00
H9 0.3308 0.4891 -1.5614  0.00
H10 -2.1877 1.9220 1.6787  0.00
P2 -0.2555 -2.0648 0.4962  0.02
C14 5.8917 0.8512 0.6009  0.09
C15 6.9681 1.8322 0.1560  0.01
H11 5.6315 0.9973 1.6576  0.00
H12 4.9734 0.9709 0.0107  0.01
H13 6.7876 2.8033 0.6219  0.00
H14 7.9649 1.4912 0.4531  0.00
H15 6.9687 1.9714 -0.9299  0.00
C16 5.6210 -1.3509 -1.1166  0.09
C17 6.2901 -2.5019 -1.8536  0.01
H16 5.6441 -0.4375 -1.7255  0.00
H17 4.5701 -1.5779 -0.8936  0.02
H18 6.0053 -2.4736 -2.9079  0.00
H19 7.3806 -2.4387 -1.7941  0.00
H20 5.9836 -3.4717 -1.4521  0.00
C18 5.3222 -1.6996 1.6871  0.10
C19 6.0078 -2.0549 2.9992  0.01
H21 4.8995 -2.5895 1.2007  0.00
H22 4.4765 -1.0227 1.8708  0.02
H23 5.4386 -2.8364 3.5116  0.00
H24 7.0180 -2.4288 2.8041  0.00
H25 6.0844 -1.1960 3.6772  0.00
C20 -0.1337 -3.4274 1.7171  0.00
C21 -1.2782 -4.4342 1.7405  0.00
H26 0.0385 -2.9795 2.7081  0.00
H27 0.7996 -3.9451 1.4570  0.00
H28 -2.2234 -4.0060 2.0893  0.00
H29 -1.4569 -4.8765 0.7553  0.00
H30 -1.0143 -5.2528 2.4190  0.00
C22 0.8987 -2.5531 -0.8309  0.00
C23 0.3726 -2.5329 -2.2675  0.00
H31 1.2592 -3.5595 -0.5750  0.00
H32 1.7617 -1.8775 -0.7289  0.00
H33 -0.1330 -3.4683 -2.5403  0.00
H34 -0.3221 -1.7085 -2.4619  0.00
H35 1.2184 -2.4171 -2.9547  0.00
C24 -1.9265 -2.0718 -0.2347  0.01
C25 -3.0105 -1.5457 0.7061  0.00
H36 -2.1569 -3.0947 -0.5700  0.00
H37 -1.8781 -1.4438 -1.1391  0.00
H38 -3.7425 -0.9599 0.1378  0.00
H39 -3.5631 -2.3486 1.2128  0.00
H40 -2.6069 -0.8885 1.4882  0.00
C26 -1.9284 1.2404 5.1015  0.00
S1 -1.1388 -0.3079 4.6058  0.00
C27 -2.5924 -1.3664 4.4005  0.00
O1 -0.8730 0.0739 3.0384  0.00
H41 -2.2462 1.1538 6.1501  0.00
H42 -2.7947 1.4615 4.4582  0.00
H43 -1.1737 2.0346 4.9982  0.00
H44 -3.3886 -0.8436 3.8506  0.00
H45 -2.2980 -2.2817 3.8630  0.00
H46 -2.9448 -1.6278 5.4071  0.00

Entry 4:
Entry from the OMol25 dataset: a cluster of 11 separate species, C13H48O13 in total (ωB97M-V/def2-TZVPD).

Properties
**E**: -40859.842 eV
**⟨S²⟩**: 0.7551
**HOMO-LUMO gap (alpha / beta)**: 9.629 / 2.567 eV
**Multiplicity**: 2
**HOMO energy (alpha / beta)**: -12.00 / -12.00 eV
**Energy relative to the best compared isomer or geometry (same formula, charge and spin)**: 5.78 kcal/mol
**Total charge**: +1

Last column: Löwdin spin population.
Element x y z (Å)
C1 1.6612 -0.7452 0.1977  0.00
C2 0.2107 -0.6268 -0.4066  0.00
O1 0.1355 -0.1568 -1.7396  0.00
O2 2.3331 -1.7421 -0.5753  0.01
H1 1.7160 -0.9542 1.2661  0.00
H2 2.1800 0.2068 0.0850  0.00
H3 -0.5359 -0.1814 0.2510  0.00
H4 -0.1330 -1.6611 -0.3922  0.00
H5 -0.6241 -0.4313 -2.2586  0.00
H6 2.2174 -1.3888 -1.4605  0.00
C3 1.8474 1.9079 3.9006  0.00
C4 1.1556 0.6379 4.4845  0.00
O3 1.7699 -0.5926 3.9330  0.00
O4 1.6845 2.0515 2.5020  0.00
H7 2.9339 1.9023 3.9883  0.00
H8 1.4479 2.7767 4.4237  0.00
H9 0.1209 0.5530 4.1523  0.00
H10 1.1334 0.5666 5.5719  0.00
H11 1.4832 -1.3148 4.4967  0.00
H12 2.1808 1.3062 2.1559  0.00
C5 -2.3653 -0.4912 -4.1127  0.00
O5 -2.2053 -1.4293 -3.0985  0.00
H13 -1.4722 -0.3140 -4.7119  0.00
H14 -3.1681 -0.8018 -4.7814  0.00
H15 -2.7007 0.4143 -3.6071  0.00
H16 -2.6780 -2.2146 -3.3841  0.00
C6 1.3515 2.7067 -3.3482  0.00
O6 1.3868 2.3986 -4.8011  0.00
H17 1.8621 3.6551 -3.1811  0.00
H18 0.2855 2.6547 -3.1270  0.00
H19 1.7972 1.8896 -2.7808  0.00
H20 0.5159 2.6655 -5.1040  0.00
C7 -2.9503 3.2490 -2.8602  0.00
O7 -2.1533 2.8326 -1.7943  0.00
H21 -3.7164 2.4982 -3.0536  0.00
H22 -3.5004 4.1779 -2.7103  0.00
H23 -2.3657 3.4493 -3.7581  0.00
H24 -1.6953 2.0456 -2.0984  0.00
C8 2.6419 -4.1508 2.0851  0.12
O8 3.3874 -3.5647 1.0613  0.47
H25 1.6113 -3.8085 1.9912  0.01
H26 2.7624 -5.2210 1.9167  0.04
H27 2.9993 -4.1027 3.1137  0.06
H28 2.9458 -2.7834 0.7204  0.00
C9 -3.7268 0.0630 0.0111  0.00
O9 -3.0245 -1.1160 0.2996  0.00
H29 -3.2416 0.9464 0.4262  0.00
H30 -3.6897 -0.0542 -1.0719  0.00
H31 -4.8046 0.0690 0.1738  0.00
H32 -3.5596 -1.8297 -0.0554  0.00
C10 -1.2740 2.8405 1.5836  0.00
O10 -1.2218 2.3916 2.9038  0.00
H33 -0.7979 2.1395 0.8979  0.00
H34 -2.2584 3.1053 1.1976  0.00
H35 -0.7735 3.8075 1.6317  0.00
H36 -0.2657 2.3444 2.9767  0.00
C11 3.2477 2.8470 -0.2889  0.00
O11 1.8721 3.3916 0.0399  0.00
H37 3.4584 1.7838 -0.1743  0.00
H38 3.2686 3.0046 -1.3672  0.00
H39 4.0720 3.3094 0.2542  0.00
H40 1.6338 3.2133 0.9526  0.00
C12 0.3821 -4.2676 -2.3729  0.04
O12 1.5223 -4.4141 -1.5634  0.22
H41 0.5931 -3.6442 -3.2417  0.02
H42 -0.2141 -5.1672 -2.5260  0.00
H43 -0.2961 -3.5685 -1.8836  0.02
H44 1.7990 -3.6057 -1.1257  0.00
C13 -1.4802 -2.2583 3.1214  0.00
O13 -1.5302 -3.6532 3.4019  0.00
H45 -0.4886 -1.8087 3.0689  0.00
H46 -2.1759 -2.0087 2.3204  0.00
H47 -2.0649 -1.8347 3.9380  0.00
H48 -2.4556 -3.8951 3.3197  0.00

Entry 5:
Entry from the OMol25 dataset: a structure of composition C3H6N4O (ωB97M-V/def2-TZVPD).

Properties
**E**: -11209.296 eV
**HOMO-LUMO gap**: 10.122 eV
**HOMO energy**: -9.55 eV
**Energy relative to the best compared isomer or geometry (same formula, charge and spin)**: 172.50 kcal/mol
**Total charge**: 0

Last column: natural (NBO) charge in e.
Element x y z (Å)
C1 2.9448 -1.0284 -0.1126  -0.04
C2 0.6380 1.3839 0.0062  0.26
C3 -2.3133 -0.7758 -0.1077  0.49
H1 2.9957 -2.1202 0.0166  0.20
H2 3.8795 -0.4782 -0.8071  0.17
H3 0.2528 2.4876 -0.4594  0.20
H4 -1.4442 1.1826 -0.1142  0.39
H5 -0.3193 -1.3871 0.5773  0.45
H6 -2.3948 -1.7092 -0.6089  0.13
N1 1.8891 -0.4219 0.1945  -0.34
N2 1.7819 1.0122 -0.3522  -0.32
N3 -0.5658 0.6284 0.7766  -0.49
N4 -1.0275 -0.6905 0.1311  -0.48
O1 -3.1413 0.1062 -0.3211  -0.60

What maximum force values result from the calculations? In sequence: 7.7 12.0 4.4 2.7 7.5 eV/Å.